ORCA calculation (ωB97M-V/def2-TZVPD) on a cluster of 7 separate species, C18H37Br8N3O2 in total.

Bonds (Å) are listed after each position.
Positions of all 68 atoms, in Å:
1 C -0.407 -3.913 0.557  N2 1.487, H6 1.090, H7 1.090, H8 1.090
2 N 0.417 -4.883 1.327  C1 1.487, C3 1.456, C4 1.374
3 C -0.368 -5.840 2.094  N2 1.456, H9 1.090, H10 1.090, H11 1.090
4 C 1.785 -4.769 1.371  N2 1.374, O5 1.213, H12 1.101
5 O 2.442 -5.598 1.965  C4 1.213
6 H -1.411 -4.291 0.370  C1 1.090
7 H 0.037 -3.626 -0.397  C1 1.090
8 H -0.544 -3.072 1.237  C1 1.090
9 H -1.177 -5.427 2.696  C3 1.090
10 H -0.956 -6.395 1.363  C3 1.090
11 H 0.282 -6.536 2.626  C3 1.090
12 H 2.237 -3.947 0.795  C4 1.101
13 C 1.050 -1.097 -2.763  N14 1.484, H18 1.090, H19 1.090, H20 1.090
14 N 0.523 -0.633 -4.070  C13 1.484, C15 1.461, C16 1.330
15 C -0.804 -1.111 -4.450  N14 1.461, H21 1.090, H22 1.090, H23 1.090
16 C 1.324 -0.058 -4.963  N14 1.330, O17 1.212, H24 1.101
17 O 1.187 -0.153 -6.163  C16 1.212
18 H 1.271 -2.162 -2.825  C13 1.090
19 H 0.425 -0.799 -1.921  C13 1.090
20 H 2.019 -0.668 -2.509  C13 1.090
21 H -0.836 -2.158 -4.752  C15 1.090
22 H -1.497 -0.982 -3.618  C15 1.090
23 H -1.191 -0.552 -5.302  C15 1.090
24 H 2.173 0.431 -4.461  C16 1.101
25 Br -3.103 2.164 -4.984  C26 1.978
26 C -3.304 3.358 -3.419  Br25 1.978, C27 1.582, H29 1.090, H30 1.090
27 C -3.041 2.537 -2.093  C26 1.582, Br28 2.012, H31 1.090, H32 1.090
28 Br -3.405 3.746 -0.526  C27 2.012
29 H -4.290 3.816 -3.352  C26 1.090
30 H -2.524 4.097 -3.605  C26 1.090
31 H -2.013 2.194 -1.976  C27 1.090
32 H -3.732 1.699 -2.003  C27 1.090
33 Br 4.760 1.201 0.375  C34 1.972
34 C 5.127 2.905 -0.545  Br33 1.972, C35 1.544, H37 1.090, H38 1.090
35 C 4.670 2.907 -2.021  C34 1.544, Br36 1.996, H39 1.090, H40 1.090
36 Br 4.701 4.780 -2.707  C35 1.996
37 H 6.192 3.061 -0.719  C34 1.090
38 H 4.739 3.753 0.019  C34 1.090
39 H 3.634 2.579 -1.944  C35 1.090
40 H 5.142 2.292 -2.787  C35 1.090
41 Br 0.867 3.976 0.369  C42 1.963
42 C 0.986 2.195 1.187  Br41 1.963, C43 1.541, H45 1.090, H46 1.090
43 C 1.019 1.105 0.098  C42 1.541, Br44 1.986, H47 1.090, H48 1.090
44 Br 1.075 -0.709 0.905  C43 1.986
45 H 0.185 2.033 1.908  C42 1.090
46 H 1.823 2.251 1.883  C42 1.090
47 H 1.789 1.283 -0.652  C43 1.090
48 H 0.146 1.139 -0.553  C43 1.090
49 Br 2.436 3.945 8.731  C50 1.952
50 C 3.164 3.302 7.038  Br49 1.952, C51 1.586, H53 1.090, H54 1.090
51 C 2.020 2.467 6.323  C50 1.586, Br52 2.007, H55 1.090, H56 1.090
52 Br 2.691 1.592 4.647  C51 2.007
53 H 3.988 2.650 7.327  C50 1.090
54 H 3.480 4.107 6.374  C50 1.090
55 H 1.205 3.091 5.956  C51 1.090
56 H 1.656 1.605 6.883  C51 1.090
57 C -5.475 -1.711 0.104  C58 1.509, H62 1.090, H63 1.090, H64 1.090
58 C -4.303 -1.779 1.052  C57 1.509, C59 1.548, H65 1.090, H66 1.090
59 C -3.355 -0.562 0.923  C58 1.548, C60 1.425, H67 1.090, H68 1.090
60 C -2.707 -0.467 -0.343  C59 1.425, N61 1.165
61 N -2.104 -0.455 -1.340  C60 1.165
62 H -6.090 -0.811 0.087  C57 1.090
63 H -6.117 -2.573 0.280  C57 1.090
64 H -5.067 -1.788 -0.904  C57 1.090
65 H -3.808 -2.745 0.953  C58 1.090
66 H -4.676 -1.778 2.077  C58 1.090
67 H -2.533 -0.613 1.636  C59 1.090
68 H -3.826 0.399 1.133  C59 1.090

Computed properties:
Kohn-Sham gap in eV: 9.211
SMILES string: CN(C)C=O.CN(C)C=O.BrCCBr.BrCCBr.BrCCBr.BrCCBr.CCCC#N
Total charge: 0
Energy in hartree: -21614.861900
HOMO level in eV: -9.12